Entry 1:
C9H21KN3O3 | wB97M-V/def2-TZVPD

```
! wB97M-V def2-TZVPD RIJCOSX def2/J DEFGRID3
* xyz 1 1
H 4.2165 -3.2367 3.0519
C 1.8246 3.0017 -1.0884
H 2.2643 4.4867 0.9204
H -5.5218 -3.0827 -2.6482
C 2.3873 4.8981 -2.4662
N 2.2392 4.2739 -1.1617
H 0.8390 -3.1446 1.2993
H 2.4741 -3.8852 1.2007
H 3.3230 5.6156 0.0408
C -3.1845 -1.0324 -2.0405
H 3.5021 -2.5288 4.5073
H -3.8037 -1.6052 0.3837
N -4.2756 -1.7034 -1.6637
C 3.2943 -3.1483 3.6403
C 2.3668 5.0975 0.0290
H -5.4907 -1.3158 -0.0657
C 1.6563 -3.5853 1.8623
H 2.4597 -0.7662 3.5857
H 2.9305 5.8338 -2.3740
O 0.9653 -0.8579 2.2382
H 1.2427 -4.5035 2.2847
N 2.1975 -2.6618 2.8231
C -5.3263 -2.0144 -2.6246
H -5.0725 -1.6148 -3.6051
H 1.5559 5.8311 0.0273
K -0.4954 0.6518 0.2691
H -4.8298 -2.9829 -0.0952
O -2.3146 -0.6650 -1.2614
C 1.8697 -1.3696 2.8925
O 1.5766 2.3832 -0.0679
H 2.8811 4.2724 -3.2071
C -4.6094 -1.9316 -0.2639
H -6.2203 -1.4513 -2.3357
H 3.1069 -4.1623 3.9988
H 1.3958 5.1375 -2.8685
H 1.7117 2.5939 -2.1050
H -3.1359 -0.8276 -3.1125
*
```

Output
Kohn-Sham gap ... 9.6 eV
Energy relative to the best compared isomer or geometry (same formula, charge and spin) ... 0.0 kcal per mole
E ... -1345.32900 Eh

natural (NBO) population analysis, charges in e, atoms 1 to 5: number 1, H, carries 0.199; number 2, C, carries 0.543; number 3, H, carries 0.240; number 4, H, carries 0.214; number 5, C, carries -0.420



Entry 2:
C41H57As3N7O2S2SeTi | wB97M-V/def2-TZVPD

```
! wB97M-V def2-TZVPD RIJCOSX def2/J DEFGRID3
* xyz 0 2
H -4.3046 -0.7329 1.4301
H -1.6802 4.2352 -1.6587
C -2.3355 -0.6652 0.6206
H 3.0337 0.0584 -5.6872
C 3.6119 1.7736 -0.7402
C 1.0620 1.2240 -4.4019
O -2.2617 -2.1543 2.4904
H -2.2423 -5.0161 -0.9043
C 0.4424 -3.4093 -2.5524
H 3.1693 4.2800 0.3869
H -0.4448 -3.6224 -3.1553
H -0.8178 4.6245 1.7571
H 4.4352 4.1446 -3.0723
H 2.5489 -3.8915 -4.1674
C -1.1455 -0.0933 -2.7009
H 2.4884 1.6601 2.9738
C -0.6986 -5.8253 1.0905
H 0.5115 1.6027 -3.5464
C -0.9887 -4.5122 0.7521
As 0.6078 3.8245 -0.6054
C 1.6463 -2.7028 2.8208
S -2.5233 2.7907 0.7417
H 4.5687 1.7252 -0.2152
As 5.6497 4.7493 0.3148
H 5.4026 2.8495 -2.3449
H 1.2600 1.2145 5.0494
C 0.8876 -0.3891 6.4130
H 3.6269 1.0069 -1.5325
H -1.4290 -1.7273 3.7469
H 3.7568 -2.3036 -5.6137
H 0.9840 -4.3426 -2.4098
C -1.7062 -1.6830 1.4760
H 7.0718 4.1816 -1.7912
C -3.6985 -0.4211 0.5920
H 1.8755 1.9007 -4.6638
C 1.0645 -5.1015 2.5261
C 2.0342 3.3305 -1.8832
H 3.6148 5.2288 -1.0220
H 7.7034 5.5695 -0.9102
H 0.1108 -3.0373 -1.5735
N -1.5139 -0.2708 -0.3812
H -2.0227 -3.2661 -0.6811
H 0.2929 -2.1492 7.5371
H -0.4537 4.0294 -2.9236
C 6.5200 3.0478 0.8369
As 2.2787 1.0221 0.5438
C -4.2522 0.1521 -0.5451
H -3.8437 0.6141 -2.6208
H 2.6927 -2.8752 2.5661
H -0.2174 6.2655 -0.5218
C 2.2980 -2.8410 -4.1333
C 0.8083 -3.7767 2.1971
N 1.9637 -1.7932 -0.3952
C -0.1263 -0.1917 4.2244
C 2.4332 2.2734 2.0735
H 4.0357 2.4480 -3.3784
C 3.8519 4.3064 -0.4749
C 3.6925 -0.1265 1.3002
N -0.8083 -1.3376 4.4983
H 5.9923 2.5713 1.6622
H -1.2990 -6.6159 0.6630
H -1.1720 4.6208 3.4561
N 0.0389 -0.5932 -2.2704
C 0.7266 0.2981 5.2453
H -2.7451 3.0505 4.2561
H 0.9647 6.0754 -1.8187
H 1.5056 6.2345 -0.1367
C 6.7893 5.0887 -1.2634
C -0.2160 -3.4718 1.2965
N -1.4332 4.3679 2.5164
H 1.7225 2.3615 -2.2755
C -2.0797 0.0987 -1.5505
H -1.2233 -2.9443 5.7218
C 2.5782 -2.8020 -0.3512
C 2.9718 -1.9560 -4.9582
O -1.4891 0.0780 -3.8646
C 0.9735 -1.0346 -3.2383
C -3.4382 0.3261 -1.6641
H -1.1072 2.6219 -2.0491
H 1.8486 -5.3196 3.2374
C 0.3246 -6.1261 1.9716
C 0.1761 -1.5885 6.6253
Ti 0.3006 -0.8113 -0.2947
H 3.3150 -0.7342 2.1205
C -2.1418 -4.2235 -0.1660
H 0.5424 -7.1532 2.2210
N -0.5548 -2.1391 0.9433
H 6.3001 5.7668 -1.9598
C 4.3953 3.1507 -2.6274
H 4.1068 -0.7887 0.5387
H 1.5687 2.9325 2.1560
C 0.7398 5.8107 -0.7853
C 3.4735 3.1472 -1.4002
H 6.6276 2.3388 0.0188
C 1.5628 -0.1658 -4.1688
C -0.8029 3.6633 -1.9584
N -3.0208 2.8794 3.3029
C 1.2892 -2.4055 -3.2875
H 7.5184 3.3096 1.1909
H 2.0120 4.0562 -2.7029
H -3.5491 2.0446 3.1127
H 3.3500 2.8606 1.9936
H 1.3387 -1.7173 2.4580
H 0.3564 1.1998 -5.2344
Se 3.5401 -4.2087 -0.2453
H 4.4943 0.5090 1.6902
C 2.5753 -0.6356 -4.9952
C -2.2840 3.3485 2.2738
H -5.3093 0.3619 -0.5896
C -0.6628 -2.0247 5.6398
H -3.0658 -4.1790 0.4125
H 1.5675 -0.0241 7.1703
H 1.5602 -2.7328 3.9077
S -0.2937 0.5727 2.7365
*
```

Output
Kohn-Sham gap (alpha / beta) ... 6.6 / 7.1 eV
E ... -12885.00307 Eh

Löwdin population analysis, charges in e, atoms 1 to 5: number 1, H, carries 0.128; number 2, H, carries 0.001; number 3, C, carries -0.240; number 4, H, carries 0.110; number 5, C, carries -0.316



Entry 3:
C3H4N2O | wB97M-V/def2-TZVPD

```
! wB97M-V def2-TZVPD RIJCOSX def2/J DEFGRID3
* xyz 0 1
H -0.7382 0.4318 -2.2090
N 1.1309 0.4941 0.1486
H 1.9062 1.1307 0.1478
H -1.3522 -1.3163 1.2420
N 0.3005 0.6765 -0.8587
O -1.4619 -0.1219 -1.7533
H 1.1255 -0.3848 2.0355
C 0.5626 -0.2306 1.1319
C -0.7752 -0.0546 -0.5931
C -0.6984 -0.6249 0.7082
*
```

Output
Kohn-Sham gap ... 9.8 eV
SMILES ... Oc1cc[nH]n1
Energy relative to the best compared isomer or geometry (same formula, charge and spin) ... 42.2 kcal per mole
E ... -301.42001 Eh

natural (NBO) population analysis, charges in e, atoms 1 to 5: number 1, H, carries 0.500; number 2, N, carries -0.324; number 3, H, carries 0.409; number 4, H, carries 0.244; number 5, N, carries -0.391



Entry 4:
C10H8O2 | wB97M-V/def2-TZVPD

```
! wB97M-V def2-TZVPD RIJCOSX def2/J DEFGRID3
* xyz 0 1
H -1.9081 3.0013 0.4173
C -2.4125 -1.5839 -0.2922
H -3.4955 1.3709 -0.7915
C -0.4250 1.7139 0.6079
C -2.4769 -0.3336 -0.1779
O -0.0078 0.4233 0.9068
C 1.1593 -0.0085 0.4347
O 1.9332 -0.9360 1.0333
H -1.7709 -3.4986 0.4350
C -2.3343 -2.8647 -0.3188
H 1.2754 1.3287 -1.2878
C -1.7045 1.9203 0.3483
H 0.1334 2.5820 0.8717
C 3.0728 -1.0044 0.2428
H 3.6680 -0.0300 -1.5929
C 2.9392 -0.1259 -0.7941
C -2.6999 0.9803 -0.2096
C 1.7224 0.5666 -0.6998
H 3.7866 -1.5608 0.6603
H -2.8418 -3.6125 -0.9492
*
```

Output
Kohn-Sham gap ... 7.8 eV
SMILES ... C=C=C=C/C=C\Oc1ccco1
Energy relative to the best compared isomer or geometry (same formula, charge and spin) ... 139.8 kcal per mole
E ... -536.13498 Eh

natural (NBO) population analysis, charges in e, atoms 1 to 5: number 1, H, carries 0.216; number 2, C, carries -0.011; number 3, H, carries 0.229; number 4, C, carries 0.124; number 5, C, carries 0.020



Entry 5:
C33H41Cl4GeIN5O6PTi | wB97M-V/def2-TZVPD

```
! wB97M-V def2-TZVPD RIJCOSX def2/J DEFGRID3
* xyz 1 2
C 2.2035 0.3598 3.6179
C -1.2066 2.7483 3.1011
O -0.1680 4.7312 -0.1874
N 0.0722 -0.0820 -0.6266
C 4.7967 -3.5503 -0.3085
H -0.2547 2.7556 3.6099
C -0.0052 -1.6051 -4.5241
H 3.1621 -1.3522 5.3675
H 5.8394 -2.9540 -2.0838
H -5.1182 0.5633 0.4401
C -4.0987 4.9337 -2.1638
H -3.4944 -0.8112 1.6432
C -3.6494 2.7290 1.7775
I -2.4564 -2.3618 -3.3510
O -0.2805 2.5953 -0.7760
H -0.5971 1.3008 1.6467
H 0.5643 -2.1518 -3.7954
C -3.4612 3.5337 2.8904
H -1.7693 -1.0246 1.3190
H 4.2359 -2.3353 3.8319
H 1.5209 -3.3115 1.6338
H 1.4469 -1.2698 5.6988
Ti -0.9518 1.3573 -2.0216
C 1.1257 0.1884 0.1342
H 1.7874 0.8622 2.7516
H -0.6940 1.5286 -5.2622
C -2.7378 -0.8473 0.8615
H -2.1034 4.1803 4.4125
C -0.1947 -0.2346 -4.3371
H 0.1334 -2.4082 3.4661
H 3.6579 -1.6883 0.5963
Cl 4.0615 -3.5528 -4.2171
C -2.9727 5.0026 -1.3147
Cl -0.1574 3.2349 -3.6123
H 5.6038 -3.2557 0.3468
N -0.6977 0.5185 -5.3477
C 2.3759 -3.3215 2.3069
C -0.7828 3.7836 -0.6297
Cl 2.2665 1.5410 -2.1693
H 3.1748 -5.2685 1.9253
H -2.9682 -1.6580 0.1732
H 0.1507 -1.0916 2.3014
H -5.1770 3.7373 -3.5912
C -4.3543 3.8020 -2.8972
N 1.7529 -0.9440 0.4547
H -4.8474 1.7198 -0.8874
C 0.1109 -1.4305 -0.7462
H 3.3964 -0.1307 1.3896
H 1.7552 0.8146 4.4972
C 2.1870 -1.6759 5.0134
C 3.9031 -3.7701 -2.5169
H 3.2757 0.5346 3.6559
H -0.6163 -2.0024 -1.2877
H 2.0590 -3.7593 3.2523
C 3.6319 -4.0932 0.2345
C 2.6177 -4.4971 -0.6335
H -4.7343 5.8004 -2.2584
Ge 1.7464 3.7330 -2.2042
N 1.1100 -1.9713 -0.1056
H 2.1208 -2.7601 5.0680
H 4.4155 -4.0429 2.2084
C -1.3966 1.9362 2.0011
C 0.4189 -1.3712 3.3140
C 2.7458 -4.3427 -1.9986
N -2.3928 2.7898 -1.9381
H -4.2786 4.1428 3.2471
H -4.1582 0.0581 -4.4685
O -4.3775 0.9703 -4.2059
H 1.9609 -4.6655 -2.6652
C 3.4633 -4.2368 1.7161
O 4.1744 -1.8241 3.0168
C 2.8390 -1.8669 2.5565
C -3.4249 1.4412 -3.4039
C -2.1471 3.9004 -1.2506
H -2.7286 5.8941 -0.7648
H -4.7497 -0.0254 -1.1910
Cl 3.0808 4.4646 -3.8137
H -0.7779 0.1199 -6.2674
H 1.7219 -4.9478 -0.2363
H 1.4392 1.1686 0.4359
C -2.2460 3.5464 3.5523
O -0.0091 0.3106 -3.1901
C -4.5472 0.7639 -0.4661
H -0.1725 -0.7620 3.9943
H -0.1233 -2.0363 -5.5027
C 4.9386 -3.3831 -1.6728
H -4.6070 2.7413 1.2775
C 2.9595 -1.1108 1.2060
C 1.9066 -1.1452 3.5985
C -2.6171 1.9113 1.3292
P -2.7479 0.7397 -0.0767
C -3.4717 2.7047 -2.7673
O -2.3875 0.7376 -3.1364
*
```

Output
Kohn-Sham gap (alpha / beta) ... 4.6 / 5.0 eV
Energy relative to the best compared isomer or geometry (same formula, charge and spin) ... 71.3 kcal per mole
E ... -7413.58651 Eh

Löwdin population analysis, charges in e, atoms 1 to 5: number 1, C, carries -0.035; number 2, C, carries -0.046; number 3, O, carries 0.085; number 4, N, carries -0.029; number 5, C, carries -0.049



Entry 6:
C3H8N2O | wB97M-V/def2-TZVPD

```
! wB97M-V def2-TZVPD RIJCOSX def2/J DEFGRID3
* xyz 0 1
H -1.6180 -1.2327 -0.6527
N -0.2217 0.0372 0.3371
H -0.9188 1.0345 -1.4058
H 0.0629 2.0301 -0.3100
H -2.0869 -0.6366 0.9691
C 0.9940 -0.4689 -0.1865
H -0.8519 -1.8986 0.7966
N 2.0905 0.2637 0.1970
H 2.9730 -0.1432 -0.0780
O 1.0674 -1.4497 -0.8992
H 2.0435 0.6234 1.1366
C -1.2546 -0.9872 0.3535
C -0.6872 1.2417 -0.3501
H -1.5997 1.5949 0.1363
*
```

Output
Kohn-Sham gap ... 10.3 eV
SMILES ... CN(C)C(N)=O
Energy relative to the best compared isomer or geometry (same formula, charge and spin) ... 11.5 kcal per mole
E ... -303.87387 Eh

natural (NBO) population analysis, charges in e, atoms 1 to 5: number 1, H, carries 0.187; number 2, N, carries -0.495; number 3, H, carries 0.180; number 4, H, carries 0.213; number 5, H, carries 0.196



Entry 7:
C10H16O | wB97M-V/def2-TZVPD

```
! wB97M-V def2-TZVPD RIJCOSX def2/J DEFGRID3
* xyz 0 1
C 1.6652 0.7969 0.4536
H 1.4732 1.7419 0.9428
H -1.2353 1.9787 0.9736
C 0.8249 -2.8452 1.1576
H -3.3831 1.0743 1.1899
C 0.9980 -0.3345 0.8989
H -3.7280 -0.4953 -0.8349
O 2.7817 1.8731 -1.2840
H -4.0456 1.7187 -0.2379
H 0.3275 -0.2903 1.7509
H 2.4801 -2.5911 -1.1425
H 3.5008 1.7768 -1.8897
C 1.2983 -1.6141 0.4262
H 0.3948 -2.5993 2.1304
C 2.4643 0.6950 -0.6764
C 2.7968 -0.5554 -1.1792
H -2.0649 -0.6205 -0.0869
C -2.7988 0.0111 -0.5752
H -0.0105 -3.3331 0.6474
C -3.1125 1.3090 0.1530
H 3.5701 -0.6254 -1.9344
H 1.6683 -3.5013 1.2944
C 2.2523 -1.6893 -0.5777
H -1.4792 2.2874 -0.7663
C -1.9467 2.3057 0.2165
H -2.3136 3.2868 0.5126
H -2.3784 0.2394 -1.5627
*
```

Output
Kohn-Sham gap ... 9.3 eV
SMILES ... Cc1ccc(O)cc1.CCC
Energy relative to the best compared isomer or geometry (same formula, charge and spin) ... 26.6 kcal per mole
E ... -465.85535 Eh

natural (NBO) population analysis, charges in e, atoms 1 to 5: number 1, C, carries -0.254; number 2, H, carries 0.224; number 3, H, carries 0.200; number 4, C, carries -0.627; number 5, H, carries 0.188



Entry 8:
C3H7NO2S | wB97M-V/def2-TZVPD

```
! wB97M-V def2-TZVPD RIJCOSX def2/J DEFGRID3
* xyz 0 1
H 1.2282 -1.3475 2.1453
H 2.3334 -0.0111 1.5173
H 2.1931 -1.4737 0.6026
O -0.7113 2.1606 1.6341
C -1.9468 0.4599 -0.3263
O 0.5143 3.5537 0.5545
N -0.0798 2.5063 0.6356
H -1.1331 1.1398 -0.8272
H 0.7410 -0.2593 -0.7908
C 1.6294 -0.8662 1.2201
S -0.9336 -0.1549 1.0321
C 0.5890 -0.2176 0.3302
H -2.8111 0.9745 0.0546
H -2.2371 -0.4148 -0.9126
*
```

Output
Kohn-Sham gap ... 6.9 eV
Energy relative to the best compared isomer or geometry (same formula, charge and spin) ... 144.3 kcal per mole
E ... -721.73262 Eh

natural (NBO) population analysis, charges in e, atoms 1 to 5: number 1, H, carries 0.237; number 2, H, carries 0.250; number 3, H, carries 0.227; number 4, O, carries -0.488; number 5, C, carries -0.779



Entry 9:
C33H47N2O4PPdSSbSe | wB97M-V/def2-TZVPD

```
! wB97M-V def2-TZVPD RIJCOSX def2/J DEFGRID3
* xyz 1 1
H -2.1583 -4.4543 -0.6435
H -2.3921 -3.1031 2.9505
N -1.1395 0.6646 3.4361
H -1.5464 1.6263 -5.7301
C -2.7363 1.6170 -2.0650
H 3.2938 -1.1425 3.4735
H 0.0106 2.2736 -3.9473
H -3.8697 0.9805 -5.1880
H -0.5941 1.1094 5.4648
Sb 0.4901 -2.4386 -0.2891
H -2.7945 3.9857 -1.0123
O 2.1957 1.2112 0.7629
H -1.9172 -1.2667 5.9334
C -1.3474 -2.0935 -2.7165
C 2.5002 2.3571 -1.5463
H -4.6267 0.9702 -2.8305
C -0.0043 -2.7280 -2.3653
P -0.3102 2.2801 -0.9645
C -1.0738 0.4241 4.7898
H 0.7883 -2.1780 -2.8784
C -1.0058 2.0028 -3.6938
H 2.7418 -3.2391 -2.4283
H 4.2402 -3.4052 -1.5237
C -1.5856 5.9839 1.4372
C 3.3668 -2.7082 0.9555
H -2.4584 -3.4818 0.7820
C -0.8772 3.7522 -0.0641
H 3.4982 -1.8171 -1.6910
H 1.8975 -1.7955 4.3484
C -0.6034 1.8442 2.7789
C 0.0068 4.2714 0.8853
H 1.7568 -0.1798 2.0181
C 3.5082 4.0852 -2.8636
C 3.6266 2.9195 -2.1225
H -1.3808 2.2989 2.1689
H 0.1823 4.6001 -2.5443
H -3.0790 -2.8847 4.5703
H -0.2893 -3.5326 2.6780
H 4.3057 -3.2680 0.9589
C 1.2379 2.9343 -1.6931
H 2.1978 -0.0490 4.3437
Se -2.2085 -0.5634 1.0116
Pd -0.1189 0.0072 -0.1200
C -2.4610 5.4764 0.4905
C -1.7177 -0.7384 5.0189
H 1.1457 -4.3850 2.1343
N -2.1553 -1.2013 3.7975
H 0.3472 5.7881 2.3557
C -1.4285 2.0085 -2.3683
C -2.9283 -2.4191 3.6004
H 0.9781 3.8075 1.0285
C -0.3465 5.3831 1.6303
O 4.0275 0.4130 -0.6575
H 0.9920 -4.6808 -2.4608
C -1.7789 -0.3444 2.8301
H 4.3860 4.5248 -3.3171
C 3.2840 -2.8757 -1.5560
H -0.0118 -4.2894 -3.8535
C 2.2663 4.6850 -3.0115
H 0.0854 -4.9670 -0.0057
C -0.3963 -4.1938 0.6035
H -1.3547 -1.0181 -2.5254
C 0.0592 -4.3554 2.0485
O 1.6809 -0.0289 -1.2506
C 1.1447 4.1151 -2.4287
O 1.4159 -0.8833 2.5946
C -1.9013 -4.3380 0.4103
C -3.1877 1.2666 -4.3983
H -1.8610 6.8542 2.0180
H 4.5847 2.4379 -1.9806
C -3.6138 1.2618 -3.0755
C 2.5455 -3.1401 -0.2484
C -2.1096 4.3629 -0.2643
H -0.3319 -5.2891 2.4618
H 2.3440 -4.2162 -0.1745
H -2.2524 -5.2333 0.9322
H -2.1695 -2.5412 -2.1512
C 2.2503 -0.9618 3.7425
H 2.8557 -2.8845 1.8998
C -1.8855 1.6304 -4.7026
H -3.8951 -2.1844 3.1599
H -3.0640 1.5731 -1.0318
C 0.0613 -4.1988 -2.7669
H 2.1660 5.6017 -3.5772
H -1.5642 -2.2442 -3.7775
H -0.7674 -4.7677 -2.3404
H -3.4195 5.9510 0.3272
S 2.6791 0.8837 -0.5820
H -0.2926 2.5490 3.5458
H 0.2474 1.5841 2.1532
H 3.6197 -1.6481 0.8963
*
```

Output
Kohn-Sham gap ... 7.0 eV
Energy relative to the best compared isomer or geometry (same formula, charge and spin) ... 0.0 kcal per mole
E ... -5205.09346 Eh

Löwdin population analysis, charges in e, atoms 1 to 5: number 1, H, carries 0.059; number 2, H, carries 0.057; number 3, N, carries -0.100; number 4, H, carries 0.111; number 5, C, carries -0.143